*a*
Below is a 2-piece molecular cluster, C4H13N3O overall, with properties calculated with ωB97M-V/def2-TZVPD.

structure (SMILES)	C/N=C\N.NCCO
HOMO-LUMO gap	10.1420	eV

Cartesian coordinates (Å):
H: 0.495 1.673 -0.553
N: 1.537 2.726 -2.048
N: -1.476 -0.472 1.162
H: -2.925 -1.837 0.568
H: 2.426 0.384 -1.585
H: -2.330 -2.110 2.225
C: 1.386 0.306 -1.920
C: -2.585 -1.360 1.484
H: -0.295 1.610 -2.124
C: 0.686 1.627 -1.630
H: 1.056 3.615 -2.020
H: -3.387 -0.732 1.866
H: 1.855 2.601 -3.001
C: -0.402 -0.554 1.798
H: 0.328 -1.072 3.605
H: 0.398 0.177 1.631
H: 0.692 -2.120 2.432
O: 0.731 -0.803 -1.339
H: 1.413 0.110 -2.992
H: 0.593 -0.625 -0.402
N: -0.064 -1.547 2.798



*b*
Below is a 2-piece molecular cluster, C4H13N3O overall, with properties calculated with ωB97M-V/def2-TZVPD.

structure (SMILES)	C[C@@H](N)O.C/C=N\N
HOMO-LUMO gap	9.2730	eV

Cartesian coordinates (Å):
H: -1.880 -0.211 -1.206
H: 0.896 -0.703 -2.221
H: 0.261 -0.858 0.197
N: -1.075 1.909 0.360
O: 2.009 -1.918 -0.284
N: 1.291 -0.070 -1.537
H: -1.437 -1.032 1.696
H: -3.310 -0.163 -0.174
H: -2.438 -1.688 -0.403
H: -0.956 2.790 0.839
N: -1.122 0.891 1.294
C: -1.442 -0.299 0.899
H: 2.954 0.665 0.326
H: -1.864 1.961 -0.280
H: 0.713 0.771 -1.477
H: 1.312 1.075 0.957
C: 2.027 0.273 0.742
H: 2.223 -0.234 1.682
C: 1.387 -0.681 -0.243
H: 2.772 -1.865 -0.875
C: -2.320 -0.612 -0.291



*c*
Below is C4H13N3O as an isolated structure, with properties calculated with ωB97M-V/def2-TZVPD.

HOMO-LUMO gap	8.4166	eV

Cartesian coordinates (Å):
H: 1.532 -0.430 1.378
H: -0.127 -2.379 -1.201
N: 0.332 -2.002 -0.376
H: -0.454 2.160 -0.540
H: 2.894 -1.320 0.696
H: -0.561 -1.363 0.801
H: -2.188 0.701 0.400
C: 1.251 -1.134 -0.633
H: 2.572 0.348 0.178
N: -1.139 -0.689 1.429
O: -0.956 1.568 1.833
C: -0.287 1.093 -0.736
N: -1.042 0.746 -1.916
H: -0.878 -0.709 2.409
H: 0.778 1.158 -0.954
H: -1.110 2.431 1.429
H: -0.979 -0.246 -2.126
C: -1.230 0.568 0.918
H: -2.034 0.939 -1.803
H: 1.519 -0.845 -1.652
C: 2.108 -0.594 0.467



Energies, relative to the best one, in kcal/mol: *a* 0.0; *b* 12.4; *c* 37.8.



*a*
Below is a 2-piece molecular cluster, C4H13N3O overall, with properties calculated with ωB97M-V/def2-TZVPD.

structure (SMILES)	N/C=N\CCCN.O
HOMO-LUMO gap	9.6046	eV

Cartesian coordinates (Å):
H: -0.592 -0.746 0.022
H: -2.101 1.427 1.504
H: -2.843 -2.428 0.483
H: 1.309 -0.218 0.845
C: 1.132 0.895 0.723
N: -1.466 -0.490 0.432
C: -1.294 0.795 1.010
H: -1.688 -1.206 1.180
C: 1.470 1.483 -0.591
H: 1.964 0.993 1.506
H: 0.105 0.505 -1.832
N: -0.133 1.371 1.209
H: 1.184 2.646 -0.505
O: -2.332 -2.988 1.032
H: 1.520 1.221 -2.871
H: 1.553 -1.302 -1.392
C: 1.112 0.755 -1.825
H: -2.834 -3.599 1.501
N: 1.852 -0.549 -1.828
H: 2.162 -0.852 -2.666
H: 2.617 1.565 -0.618



*b*
Below is a 3-piece molecular cluster, C4H13N3O overall, with properties calculated with ωB97M-V/def2-TZVPD.

HOMO-LUMO gap (spin up / spin down)	6.5127 / 6.5159	eV

Cartesian coordinates (Å):
H: 1.898 0.152 -1.236
H: 0.699 0.743 2.190
C: -0.343 2.627 -0.128
N: -0.629 -1.327 -0.235
H: -0.434 -0.717 2.074
C: 0.415 -0.173 1.696
N: -0.990 -2.400 0.552
H: -1.666 1.625 1.116
H: -1.976 -2.597 0.465
N: -0.869 1.433 0.520
H: -1.080 0.643 -0.089
H: -0.387 -3.209 0.410
C: 1.068 -0.378 -1.710
H: 1.224 -0.764 1.291
C: 0.598 -1.503 -0.814
H: -0.049 3.360 0.626
H: 0.275 0.329 -1.949
H: -1.058 3.108 -0.808
O: 1.310 -2.500 -0.633
H: 0.544 2.364 -0.702
H: 1.449 -0.813 -2.634



Energies, relative to the best one, in kcal/mol: *a* 0.0; *b* 37.0.



*a*
Below is a 3-piece molecular cluster, C4H13N3O overall, with properties calculated with ωB97M-V/def2-TZVPD.

HOMO-LUMO gap (spin up / spin down)	7.0390 / 7.0383	eV

Cartesian coordinates (Å):
H: 2.577 -1.401 0.591
H: 1.919 -2.042 -0.940
H: -0.696 2.947 0.359
N: -0.632 -0.278 -1.879
H: 1.542 1.287 0.211
C: 0.864 0.687 0.795
N: -0.984 2.050 -0.020
H: -0.755 0.707 -2.083
C: -0.487 0.939 0.729
C: -1.193 -0.635 -0.691
H: -1.216 -1.901 0.805
H: -1.139 0.898 2.581
O: -1.339 0.446 1.752
N: -0.799 -1.785 -0.111
H: 0.343 -0.560 -1.945
H: 1.269 0.199 1.665
H: 0.252 -1.788 -0.071
H: 2.609 -0.402 -0.889
H: -2.186 -0.264 -0.472
C: 2.046 -1.142 -0.324
H: -1.996 2.038 -0.063



*b*
Below is a 2-piece molecular cluster, C4H13N3O overall, with properties calculated with ωB97M-V/def2-TZVPD.

structure (SMILES)	C/C=C\O.NC(N)N
HOMO-LUMO gap	9.2135	eV

Cartesian coordinates (Å):
C: -0.011 1.274 -0.841
H: 0.238 -2.023 0.763
N: -0.519 -1.520 0.314
H: 1.974 -1.137 -2.238
H: 2.353 -0.250 -0.772
C: -0.918 -0.456 1.114
H: -0.205 -0.005 -2.496
H: 1.660 1.603 0.071
H: -0.188 0.782 2.566
C: 1.870 -0.167 -1.751
H: 2.430 0.564 -2.339
H: -2.798 -1.267 1.035
H: -0.878 1.849 -1.148
H: -0.038 -1.045 -0.632
O: 0.862 2.098 -0.151
N: -0.082 -0.180 2.265
N: -2.326 -0.452 1.406
H: -0.676 0.528 0.360
C: 0.409 0.203 -1.628
H: -0.356 -0.779 3.039
H: -2.799 0.377 1.065



Energies, relative to the best one, in kcal/mol: *a* 37.6; *b* 0.0.



*a*
Below is a 2-piece molecular cluster, C6H16 overall, with properties calculated with ωB97M-V/def2-TZVPD.

structure (SMILES)	CC(C)C.CC
HOMO-LUMO gap	11.5165	eV

Cartesian coordinates (Å):
H: 0.593 -2.231 1.273
H: 1.055 2.379 0.705
H: 0.557 -1.673 -1.100
H: -2.562 -0.084 -0.571
H: -0.432 -0.684 -1.765
H: -2.560 0.068 1.370
C: -0.913 -1.031 0.383
H: 2.605 1.122 -0.878
C: 1.745 2.872 0.129
H: -0.976 -2.509 -1.340
H: 0.911 1.303 -1.144
H: 2.740 2.720 0.773
H: -3.106 -1.406 0.255
H: 1.535 3.960 -0.094
H: -0.213 -0.271 0.512
C: 1.837 1.886 -0.983
C: -0.507 -1.545 -1.053
C: -2.350 -0.566 0.394
H: 1.950 2.342 -1.943
C: -0.534 -2.045 1.352
H: -1.081 -3.001 1.342
H: -0.294 -1.605 2.381



*b*
Below is a 2-piece molecular cluster, C6H16 overall, with properties calculated with ωB97M-V/def2-TZVPD.

structure (SMILES)	CCC.CCC
HOMO-LUMO gap	11.9493	eV

Cartesian coordinates (Å):
H: 0.104 -0.320 -0.797
H: 0.244 1.838 1.495
H: -0.982 -0.042 0.548
H: -0.781 -0.906 -2.988
H: 2.990 -0.705 -1.513
H: 2.301 0.683 -1.963
H: -1.440 2.497 1.372
C: -1.440 0.340 1.455
C: 0.760 -0.812 -1.538
C: -1.123 -0.743 2.504
H: 2.113 0.280 -0.239
H: -1.315 -0.361 3.507
C: 2.096 -0.129 -1.240
H: 0.833 -1.851 -1.208
H: 0.842 -1.129 -3.710
H: 0.283 0.453 -3.294
H: -1.659 -1.659 2.274
H: -2.481 0.509 1.192
H: -0.049 -0.956 2.499
C: 0.265 -0.584 -2.957
H: -0.749 1.901 2.836
C: -0.809 1.696 1.765



Energies, relative to the best one, in kcal/mol: *a* 31.4; *b* 0.0.